{"formula": "C12H14Br2N5ORuS", "method": "ωB97M-V/def2-TZVPD", "orbital_gap_ev": [7.2, 5.6], "charge": 3, "homo_energy_ev": [-17.625, -18.140], "lumo_energy_ev": [-10.4, -12.5], "multiplicity": 5, "symbols": ["Ru", "Br", "C", "C", "C", "Br", "C", "C", "C", "C", "N", "C", "C", "O", "H", "H", "H", "H", "N", "N", "H", "H", "H", "H", "S", "C", "N", "C", "C", "N", "H", "H", "H", "H", "H", "H"], "coordinates": [[0.254148, 0.599152, -0.300995], [-3.278206, -2.975310, -0.478059], [-3.105829, -1.528221, -1.600436], [-4.000653, -1.299570, -2.631310], [-3.866665, -0.197266, -3.485993], [-5.083605, 0.027194, -4.814607], [-2.778292, 0.749850, -3.318156], [-2.554789, 1.884818, -4.114884], [-1.474841, 2.690402, -3.837627], [-0.625931, 2.377406, -2.773554], [-0.823621, 1.312531, -2.003532], [-1.887598, 0.507596, -2.277412], [-2.033500, -0.623111, -1.412736], [-1.144123, -0.776758, -0.467384], [-4.822605, -1.987661, -2.781297], [-3.221846, 2.121222, -4.933580], [-1.269428, 3.569588, -4.432222], [0.230607, 2.997053, -2.545684], [1.815567, -0.119088, 2.211561], [0.757442, -0.621375, 1.357626], [2.581740, -0.783041, 2.219428], [1.454930, 0.013125, 3.149795], [-0.089809, -0.777780, 1.906420], [1.004749, -1.546130, 1.000298], [1.953678, 2.063028, -0.449840], [3.150742, 2.904516, 0.523550], [4.427046, 2.844739, 0.238684], [5.214073, 3.722735, 1.141428], [4.121807, 4.321349, 2.061088], [2.882570, 3.700395, 1.529551], [4.819855, 2.291409, -0.508160], [5.733122, 4.479322, 0.558073], [5.946887, 3.132164, 1.685313], [4.055203, 5.403803, 1.985615], [4.253030, 4.047606, 3.105051], [1.958650, 3.871975, 1.892322]], "atomic_forces_ev_per_a": [[0.0739, -0.0686, 0.3311], [-0.0168, -0.1459, 0.1134], [-0.0595, 0.1203, -0.1771], [0.0882, 0.0892, 0.0071], [0.2145, -0.0599, 0.2474], [-0.2054, 0.0445, -0.2300], [-0.0981, -0.0507, -0.0349], [-0.0093, -0.0260, 0.0142], [0.0257, 0.0181, 0.0031], [0.0194, 0.0114, 0.0102], [-0.0383, 0.0020, 0.0666], [0.0491, 0.0215, 0.0097], [0.1127, -0.0898, 0.1753], [-0.1968, 0.0007, -0.1430], [-0.0050, 0.0068, -0.0114], [0.0069, 0.0008, -0.0067], [0.0058, -0.0003, 0.0016], [-0.0157, 0.0187, -0.0005], [-0.1151, 0.2640, -0.2881], [0.1243, 0.0743, 0.0841], [-0.0588, -0.0633, 0.1502], [0.0644, -0.1807, 0.0479], [0.0034, -0.0318, -0.0019], [0.0060, -0.0197, 0.0513], [0.2823, 0.3381, -0.8359], [-0.3566, -0.3626, 0.4259], [0.0724, 0.0583, 0.0661], [-0.0077, -0.0018, -0.0406], [-0.0309, -0.0013, -0.0113], [0.1162, 0.0370, 0.0707], [0.0037, 0.0231, -0.0170], [-0.0220, 0.0047, -0.0227], [-0.0199, -0.0286, 0.0043], [-0.0103, 0.0014, -0.0308], [0.0000, -0.0300, -0.0038], [-0.0028, 0.0260, -0.0244]], "nbo_charge": [1.25, 0.29, -0.12, -0.21, -0.01, 0.40, -0.12, -0.05, -0.20, 0.12, -0.49, 0.17, 0.40, -0.65, 0.29, 0.27, 0.28, 0.24, -0.66, -0.62, 0.39, 0.39, 0.42, 0.42, -0.05, 0.40, -0.51, -0.23, -0.23, -0.51, 0.46, 0.25, 0.25, 0.25, 0.25, 0.45]}

{"formula": "C12H14CaIN3O3", "method": "ωB97M-V/def2-TZVPD", "orbital_gap_ev": [6.6, 3.5], "homo_energy_ev": [-8.071, -5.002], "lumo_energy_ev": [-1.5, -1.5], "multiplicity": 1, "symbols": ["C", "C", "H", "H", "H", "H", "H", "H", "C", "C", "C", "C", "H", "H", "H", "H", "N", "C", "C", "N", "C", "C", "C", "H", "H", "C", "H", "H", "Ca", "I", "O", "N", "O", "O"], "coordinates": [[-0.711511, 0.845130, 2.656799], [-0.543268, -1.037933, 3.904402], [0.615660, 1.052165, 4.122674], [-1.720093, 0.351753, 2.644379], [-0.712569, 1.875066, 3.121563], [0.105848, -0.996461, 3.021021], [-0.550599, -2.117730, 4.170067], [-1.618902, -0.831268, 3.760278], [1.021365, 2.732766, -2.873193], [0.382031, 3.545819, -3.811422], [-0.489248, 2.957764, -4.738927], [-0.712473, 1.575709, -4.699625], [1.705148, 3.124708, -2.112823], [0.586852, 4.615725, -3.812359], [-1.004374, 3.570715, -5.482380], [-1.401932, 1.087544, -5.393844], [0.812251, 1.395252, -2.849740], [-0.030443, 0.798142, -3.746861], [-0.139100, -0.682611, -3.688431], [0.593213, -1.315960, -2.726737], [0.601058, -2.661233, -2.643735], [-0.925437, -2.809647, -4.486612], [-0.161448, -3.442638, -3.503862], [1.228551, -3.077148, -1.858019], [-0.118532, -4.522278, -3.407934], [-0.945127, -1.417065, -4.571058], [-1.543477, -0.886937, -5.314932], [-1.532335, -3.393202, -5.170034], [1.995015, -0.001385, -1.463930], [4.726265, -0.458599, -1.887859], [-0.249567, -0.943930, 6.211140], [-0.053941, -0.434733, 5.122848], [0.644978, 0.736584, 5.061006], [0.153143, 0.687915, 1.752741]], "atomic_forces_ev_per_a": [[-0.1924, 3.3154, -5.7200], [-0.2545, -3.4056, 1.4817], [0.3604, -0.4319, 1.3042], [1.2223, 0.6176, -0.3023], [0.1564, -1.0566, 0.6189], [-0.3681, 0.1084, 0.7337], [0.0533, 0.4225, -0.1149], [0.7343, -0.2731, 0.1455], [-1.0918, -0.0183, -1.1781], [1.1363, 0.1667, 1.2076], [-0.7573, -1.4722, -0.4224], [0.0245, 1.3218, -0.2354], [-0.2033, 0.0294, -0.3427], [-0.1143, -0.2822, -0.0426], [0.1819, -0.2124, 0.2590], [0.3097, 0.4081, 0.2059], [0.5641, 0.4034, 0.7078], [-0.2896, -1.9285, -0.2009], [-0.1197, 2.2663, -0.1723], [0.5399, -0.2375, 0.6101], [-0.9874, 0.1068, -0.9646], [-0.6946, 1.4515, -0.5482], [1.1289, -0.2724, 1.1152], [-0.1006, -0.1660, -0.1645], [-0.0855, 0.1341, -0.0921], [-0.0122, -1.2379, -0.1587], [0.1984, -0.4420, 0.2239], [0.0691, 0.0249, 0.0472], [-0.2637, 0.0657, 0.2445], [0.4650, -0.0652, 0.0590], [-0.1650, -0.2660, 1.6083], [-0.1621, -0.4972, -1.8796], [0.7357, 1.4187, -0.6469], [-2.0180, 0.0037, 2.6140]], "nbo_charge": [0.19, -0.55, 0.47, 0.17, 0.17, 0.26, 0.27, 0.22, 0.05, -0.32, -0.20, -0.21, 0.19, 0.22, 0.22, 0.21, -0.71, 0.11, 0.10, -0.70, 0.05, -0.19, -0.32, 0.19, 0.22, -0.21, 0.21, 0.22, 1.74, -0.86, -0.39, 0.30, -0.53, -0.57]}

{"formula": "C12H14CeF5O3S", "method": "ωB97M-V/def2-TZVPD", "orbital_gap_ev": [7.0, 7.2], "charge": 2, "homo_energy_ev": [-14.444, -14.447], "lumo_energy_ev": [-7.4, -7.2], "multiplicity": 2, "symbols": ["Ce", "C", "O", "C", "C", "O", "C", "C", "O", "C", "H", "H", "H", "H", "H", "H", "H", "H", "H", "H", "H", "H", "H", "H", "F", "C", "C", "F", "C", "F", "C", "S", "C", "F", "C", "F"], "coordinates": [[0.622692, 1.580787, 0.095334], [0.040720, -0.891738, -2.357436], [1.028137, -0.006924, -1.760492], [2.367469, -0.547074, -1.862098], [3.334641, 0.487629, -1.316571], [2.965026, 0.890541, 0.023355], [3.418438, 0.020040, 1.089160], [2.502655, 0.277280, 2.272827], [1.124973, 0.003156, 1.927552], [0.733476, -1.382781, 2.110078], [0.382521, -1.206036, -3.341825], [-0.883662, -0.331606, -2.469258], [-0.116615, -1.766574, -1.727114], [2.604367, -0.733236, -2.910333], [2.413257, -1.492119, -1.315694], [3.284525, 1.393728, -1.923171], [4.357661, 0.113788, -1.336675], [4.447901, 0.268291, 1.348436], [3.364822, -1.021012, 0.768440], [2.545144, 1.335384, 2.551190], [2.805017, -0.315909, 3.133928], [1.107877, -1.743749, 3.065890], [1.113981, -2.009082, 1.302627], [-0.351313, -1.415428, 2.125922], [-5.620657, -1.339775, 0.013850], [-4.739728, -0.365116, 0.029946], [-3.387331, -0.648283, 0.093910], [-2.918200, -1.894549, 0.143303], [-2.494867, 0.403449, 0.107833], [-1.123132, 0.039700, 0.187693], [-2.829734, 1.742042, 0.052963], [-1.703453, 3.100728, 0.040405], [-4.205456, 1.992575, -0.008022], [-4.625844, 3.241018, -0.062609], [-5.142031, 0.967791, -0.017122], [-6.423289, 1.253047, -0.076238]], "atomic_forces_ev_per_a": [[-0.8309, 0.6475, -0.0466], [-0.1863, -0.0730, -0.2234], [0.1436, 0.0841, 0.2816], [0.2012, 0.1920, 0.1488], [-0.1507, -0.1100, -0.2885], [0.1621, -0.2566, 0.0027], [-0.1020, -0.0014, 0.3203], [0.1894, 0.0576, -0.2883], [0.2313, 0.1488, -0.1892], [-0.2129, -0.1984, 0.1137], [0.0485, 0.0795, -0.0021], [0.0059, 0.0315, 0.0416], [0.0476, 0.0433, 0.0603], [-0.0229, -0.0287, -0.0221], [-0.0336, -0.0217, -0.0152], [0.1116, 0.0141, 0.0072], [0.0240, 0.0303, 0.0271], [0.0248, 0.0037, -0.0441], [0.0149, -0.0053, -0.0490], [0.0355, -0.0324, 0.1227], [-0.0337, 0.0318, 0.0636], [0.0365, 0.0801, 0.0143], [0.0441, 0.0610, -0.0194], [0.0077, 0.0421, -0.0481], [-0.0612, -0.0275, 0.0018], [0.0814, 0.1377, 0.0004], [0.3579, -0.0889, 0.0321], [-0.1418, 0.0080, 0.0017], [-0.4314, 0.1005, -0.0153], [-0.4490, -0.0011, 0.0104], [-0.1575, -0.0423, -0.0108], [0.9857, -0.7610, 0.0197], [0.1764, -0.1251, 0.0046], [-0.0808, 0.0227, -0.0047], [-0.0007, -0.0423, -0.0038], [-0.0346, -0.0007, -0.0037]], "lowdin_spin": [1.02, 0.00, 0.00, 0.00, 0.00, 0.00, 0.00, 0.00, 0.00, 0.00, 0.00, 0.00, 0.00, 0.00, 0.00, 0.00, 0.00, 0.00, 0.00, 0.00, 0.00, 0.00, 0.00, 0.00, 0.00, 0.00, 0.00, 0.00, 0.00, 0.00, 0.00, -0.01, 0.00, 0.00, 0.00, 0.00]}

{"formula": "C12H14CeFIN2", "method": "ωB97M-V/def2-TZVPD", "orbital_gap_ev": [5.1, 5.1], "charge": 2, "homo_energy_ev": [-14.851, -14.851], "lumo_energy_ev": [-9.7, -9.7], "multiplicity": 1, "symbols": ["C", "C", "H", "H", "H", "H", "H", "H", "C", "C", "C", "C", "H", "H", "H", "H", "N", "C", "C", "N", "C", "C", "C", "H", "H", "C", "H", "H", "Ce", "I", "F"], "coordinates": [[1.227165, 4.455513, 1.244343], [2.883986, 0.168725, -0.736584], [1.406089, 5.430086, 0.785320], [2.041947, 3.776003, 0.908831], [1.288427, 4.594755, 2.327810], [2.605895, -0.272180, -1.695777], [3.785328, 0.806187, -0.865097], [3.138001, -0.567078, 0.040753], [-2.200521, 1.317062, -0.649951], [-3.482391, 1.151977, -1.186624], [-3.707713, 0.099781, -2.073505], [-2.643568, -0.757825, -2.333445], [-1.991689, 2.143655, 0.059306], [-4.254931, 1.859686, -0.902772], [-4.676885, -0.061425, -2.539627], [-2.767473, -1.603007, -3.001608], [-1.140658, 0.552140, -0.941212], [-1.400208, -0.565927, -1.696527], [-0.391891, -1.650087, -1.702565], [0.643401, -1.530649, -0.846902], [1.541587, -2.523196, -0.790057], [0.456296, -3.793841, -2.514520], [1.539939, -3.632006, -1.645039], [2.350142, -2.388357, -0.065758], [2.386909, -4.314907, -1.606562], [-0.543832, -2.820215, -2.509710], [-1.448372, -2.953408, -3.105334], [0.388435, -4.658927, -3.172375], [1.405715, 1.659591, 0.077340], [-0.840293, 4.071403, 0.749548], [1.483460, 0.916772, 1.976400]], "atomic_forces_ev_per_a": [[-0.1835, 1.3407, 0.4563], [1.1679, 0.5569, -0.0673], [0.2557, -0.2670, -0.0547], [-0.3891, 0.3913, 0.1687], [0.0547, -0.3780, -0.2303], [-0.1126, 0.0535, 0.1685], [-0.2362, 0.2443, 0.0228], [-0.4252, 0.2141, -0.1833], [-0.4342, 0.6238, -0.1662], [0.4299, -0.0641, 0.2512], [0.4627, 0.3074, 0.1143], [0.5165, 0.2162, 0.4867], [-0.6665, -1.1370, -0.8851], [0.0173, -0.2265, -0.0557], [0.1912, 0.0807, 0.1022], [-0.1185, 0.1920, 0.2365], [-0.0728, -0.4673, 0.1504], [-0.4218, 0.4834, 0.1198], [0.6721, -1.2741, -0.3745], [-0.2173, 0.0663, -0.3077], [0.0585, -0.0521, -0.4945], [0.0144, 0.4251, 0.3348], [-0.1662, 0.4750, 0.3016], [-0.3048, -0.2586, -0.2301], [-0.3881, -0.0248, -0.0050], [0.1181, 0.7242, 0.5516], [0.5480, -0.0017, 0.0579], [-0.0110, 0.2198, 0.1696], [-1.7985, -3.4582, 1.0678], [1.4884, -0.0410, 0.1674], [-0.0490, 1.0357, -1.8737]], "lowdin_charge": [-0.49, -0.19, 0.04, -0.03, 0.05, 0.06, 0.07, 0.06, -0.19, -0.02, 0.00, 0.02, -0.07, 0.12, 0.13, 0.11, 0.03, -0.17, -0.19, 0.08, -0.13, -0.01, -0.01, 0.11, 0.12, 0.03, 0.11, 0.13, 1.40, 1.18, -0.36]}

Number 1: DFT total energy -175642.360 eV. Number 2: DFT total energy -49818.512 eV. Number 3: DFT total energy -56148.046 eV. Number 4: DFT total energy -39380.702 eV.